{"formula": "C30H29EuIN2OSi", "method": "wB97M-V/def2-TZVPD", "e_tot_ev": -71919.55393, "fmax_ev_per_a": 2.3, "spin_multiplicity": 8, "total_charge": 0, "s_squared": 15.7601, "homo_energy_ev": [-7.1, -8.0], "elements": ["H", "Si", "H", "H", "H", "H", "C", "H", "H", "C", "C", "H", "C", "H", "H", "C", "C", "H", "C", "N", "C", "C", "H", "C", "C", "C", "C", "H", "O", "C", "H", "C", "H", "H", "C", "H", "C", "C", "H", "H", "C", "C", "C", "C", "H", "Eu", "H", "H", "C", "I", "H", "C", "C", "H", "N", "C", "H", "H", "H", "C", "H", "C", "C", "C", "H"], "xyz": [[5.726, -2.155, -1.757], [1.598, 0.567, -0.819], [6.200, -2.598, 0.659], [2.130, 1.876, -6.418], [3.963, 2.452, -4.809], [-3.973, -5.955, 2.878], [0.823, 0.530, -3.535], [2.507, -0.629, 1.738], [-0.647, -3.229, 2.220], [3.071, 1.922, -4.457], [3.237, -0.917, 0.973], [-3.891, 0.733, -1.067], [0.033, 1.743, 3.434], [-0.888, 3.528, 2.623], [-0.422, 1.492, 4.386], [-4.241, -4.441, 1.393], [2.949, 1.579, -3.101], [3.106, 3.797, 2.736], [4.388, -1.627, 1.338], [-2.336, -3.042, 0.987], [-2.211, -4.710, 2.682], [-0.910, 2.444, 2.519], [0.319, 0.786, 2.937], [1.418, 4.648, -0.104], [-4.473, -0.187, -0.905], [1.811, 0.912, -2.624], [2.052, 1.585, -5.361], [3.051, 1.571, 1.632], [0.169, -0.035, -0.377], [2.603, 3.687, 1.774], [0.157, 0.584, -5.600], [2.037, 4.795, 1.140], [2.102, 5.781, 1.603], [-7.596, -1.526, -0.860], [-5.812, -2.530, -0.235], [-0.500, 2.278, 1.485], [3.040, -0.565, -0.370], [2.551, 2.427, 1.168], [0.847, 3.261, -1.667], [-6.382, 0.654, -1.380], [-4.423, -2.412, -0.079], [-6.520, -1.442, -0.741], [-3.507, -5.125, 2.358], [-1.646, -3.635, 1.988], [-6.288, -3.449, 0.107], [-1.723, -0.776, 0.529], [4.566, -1.836, 2.388], [3.758, 1.846, -2.414], [1.327, 3.383, -0.689], [-3.778, -0.432, 2.887], [1.022, 5.512, -0.638], [3.915, -1.057, -1.349], [0.940, 0.870, -4.892], [-1.625, -5.168, 3.474], [-3.786, -1.289, -0.527], [-3.642, -3.359, 0.734], [3.730, -0.844, -2.408], [-5.288, -4.656, 1.175], [0.991, 2.258, 3.582], [5.044, -1.802, -0.983], [-1.935, 1.996, 2.540], [-5.860, -0.246, -1.048], [1.873, 2.268, -0.041], [5.296, -2.062, 0.368], [-0.050, -0.028, -3.186]]}

{"formula": "C17H19BN6O2Zn", "method": "wB97M-V/def2-TZVPD", "e_tot_ev": -80050.71240, "fmax_ev_per_a": 3.3, "total_charge": 2, "homo_energy_ev": [-14.9, -15.2], "elements": ["H", "C", "C", "O", "H", "C", "N", "H", "Zn", "H", "C", "H", "C", "N", "C", "H", "H", "H", "N", "H", "C", "H", "N", "H", "C", "H", "C", "C", "H", "H", "C", "H", "H", "C", "C", "C", "C", "B", "O", "H", "N", "H", "C", "N", "H", "C"], "xyz": [[-2.198, 3.564, 5.039], [0.355, 2.517, -0.332], [-2.309, 0.463, 1.572], [-1.540, -0.240, 0.807], [-3.038, 2.662, 2.896], [3.736, -2.144, -2.014], [0.726, 1.425, -2.204], [-3.108, -2.171, -3.960], [0.092, -0.543, -0.202], [3.277, -2.250, 0.198], [3.041, -1.428, -2.988], [4.599, -2.758, -2.159], [-1.759, 2.656, 4.640], [2.021, -0.781, -2.403], [0.458, -2.899, 1.580], [1.184, -3.721, 1.440], [0.599, 3.029, -3.561], [-0.010, -2.697, 0.591], [0.511, 1.285, -0.837], [1.020, -1.990, 1.880], [-2.248, -1.770, -3.453], [1.261, 0.423, -4.187], [1.964, -1.131, -1.051], [-0.234, -0.600, 3.173], [-2.230, 2.152, 3.427], [-0.364, 2.397, 6.262], [3.036, -1.909, -0.806], [-0.176, 0.847, 4.779], [-2.534, -2.311, -1.274], [-0.999, -0.732, -5.029], [-1.700, 0.975, 2.865], [3.146, -1.374, -4.050], [0.643, 0.345, 5.288], [0.366, 3.458, -1.371], [-1.980, -1.838, -2.077], [-0.730, 2.006, 5.322], [0.589, 2.724, -2.534], [0.952, 0.145, -3.076], [-3.496, 0.713, 1.390], [0.256, 2.676, 0.734], [-0.350, -0.712, -3.041], [-0.339, -3.077, 2.305], [-1.195, -1.052, -4.017], [-0.830, -1.176, -1.839], [0.193, 4.510, -1.289], [-0.659, 0.330, 3.569]]}